DFT (ωB97M-V/def2-TZVPD) results for 9 unconnected molecules or ions with the total composition C46H113N7O8S2.

The geometry in XYZ format:
```
176
Properties=species:S:1:pos:R:3:forces:R:3
O -4.196414 9.105758 1.797586 2.59 -2.30 -1.69
S -3.056174 8.398348 1.163796 -0.79 -0.79 0.66
O -1.934394 9.216038 0.731356 -1.77 -1.85 0.47
O -2.479924 7.095268 2.107956 -0.13 3.44 -0.38
C -3.172574 5.918968 1.838806 0.10 -0.73 -0.80
C -3.352324 5.900348 0.319906 -0.46 0.72 0.46
O -3.604124 7.273478 -0.020844 0.67 2.57 1.02
H -2.461804 5.158168 2.161456 -0.59 -0.36 0.11
H -4.162834 5.887738 2.293256 0.18 -0.05 0.47
H -4.309434 5.449458 0.057726 0.48 -0.64 -0.21
H -2.464094 5.538418 -0.197934 -0.24 -0.08 -0.14
O -1.895304 2.868728 0.790656 0.88 -1.15 0.21
S -0.931124 1.808088 0.887116 0.04 -2.73 -0.73
O 0.163656 1.869928 1.833276 -1.50 0.02 -1.47
O -1.714134 0.294208 1.053126 -0.26 1.91 1.48
C -0.966004 -0.679812 0.386546 1.06 -0.01 -1.94
C -0.675284 0.008978 -0.958234 0.48 -0.79 0.40
O -0.417554 1.372868 -0.602814 0.21 1.46 0.98
H -0.006304 -0.929042 0.839266 0.10 0.44 0.55
H -1.414724 -1.658852 0.218516 -0.95 0.41 0.29
H -1.462464 -0.032002 -1.711074 -0.13 0.03 0.34
H 0.236426 -0.433692 -1.359404 0.05 0.32 -0.24
C 6.222066 -3.004022 2.913576 0.95 -0.73 1.27
C 6.412146 -2.023792 1.785246 -0.68 -0.20 0.84
N 6.012636 -2.495552 0.506606 -0.90 -1.68 -3.13
C 6.720246 -3.707732 -0.000764 0.51 0.30 0.32
C 8.257826 -3.638972 -0.055844 -0.40 -0.06 -0.55
C 4.557386 -2.903222 0.387476 1.21 1.98 1.41
C 3.652456 -1.670662 0.641846 -0.11 -1.01 -0.43
H 5.267776 -3.404012 3.256296 -0.39 0.39 -0.66
H 6.641266 -2.536142 3.804336 0.14 -0.04 0.19
H 6.851876 -3.868322 2.702826 0.03 -0.24 0.17
H 5.864016 -1.119612 2.050026 0.26 0.26 -0.33
H 7.481846 -1.814542 1.777676 -0.08 0.34 -0.23
H 6.396126 -4.599512 0.535666 0.05 -0.25 0.58
H 6.327436 -3.903852 -0.998424 0.21 0.30 -0.20
H 8.528106 -2.985002 -0.884924 0.22 0.52 0.41
H 8.742856 -3.378422 0.884876 -0.13 0.33 -0.09
H 8.719386 -4.580882 -0.352254 -0.41 -0.36 0.11
H 4.431266 -3.667872 1.153966 -0.59 -0.12 0.28
H 4.308766 -3.403162 -0.548654 0.42 0.39 -0.22
H 2.693246 -2.118742 0.901176 -0.33 0.52 0.24
H 3.512696 -1.040212 -0.236274 0.13 -0.23 -0.23
H 4.016356 -0.992232 1.413466 -0.16 -0.40 0.21
C -4.987514 -3.723382 0.393986 0.60 0.50 -0.39
C -4.362944 -2.842762 1.485636 -0.04 -0.73 0.30
N -3.872724 -3.678602 2.588866 1.48 0.36 -1.00
C -4.951844 -4.268262 3.304646 -1.34 -1.13 1.73
C -4.625604 -5.385092 4.326666 0.09 0.29 -0.35
C -2.830844 -2.972152 3.394996 -2.04 -0.12 0.73
C -3.366204 -1.673432 4.080826 0.98 0.55 0.51
H -5.824334 -4.359372 0.682656 0.16 0.15 0.17
H -4.158964 -4.330692 0.029596 -0.15 -0.43 0.06
H -5.286494 -3.140632 -0.477294 -0.22 0.17 0.21
H -3.510924 -2.311312 1.061706 0.11 -0.04 -0.08
H -5.010964 -2.064742 1.889196 -0.53 0.17 -0.14
H -5.581714 -3.547582 3.826156 0.00 0.70 0.31
H -5.702034 -4.784872 2.705966 0.39 0.36 -0.92
H -5.483894 -5.675612 4.932496 -0.29 0.61 0.06
H -4.445404 -6.318632 3.793646 0.91 0.09 0.04
H -3.842374 -5.057892 5.010486 0.18 -0.53 -0.05
H -1.906074 -2.787862 2.848246 -0.31 0.03 -0.39
H -2.540444 -3.679432 4.171856 -0.03 0.17 0.03
H -4.384214 -1.633712 4.468326 -0.14 -0.66 -0.31
H -3.224154 -0.728522 3.556346 -0.10 -0.23 -0.80
H -2.755824 -1.455952 4.957316 0.11 -0.33 0.31
C 0.070316 -0.923962 3.912786 0.20 0.06 -0.27
C 1.208576 -1.983222 3.987446 -1.15 0.21 -0.28
N 0.660656 -3.365512 4.168076 -0.58 2.33 -0.14
C 1.643476 -4.327812 3.848766 0.40 -2.17 -0.74
C 2.798466 -4.523542 4.813116 0.37 0.28 0.72
C -0.000354 -3.509972 5.478656 0.91 -1.51 -1.11
C -0.628424 -4.927792 5.638166 -0.41 1.35 -0.46
H -0.498004 -0.960052 2.983376 -0.20 -0.79 0.10
H 0.361036 0.124148 3.841726 0.81 -0.04 0.51
H -0.621334 -0.997302 4.752036 0.08 0.04 -0.14
H 1.777466 -1.958072 3.058026 -0.13 -0.15 -0.19
H 1.946926 -1.706122 4.739876 -0.04 0.00 0.54
H 1.180396 -5.293682 3.646906 -0.43 -0.23 0.45
H 2.020086 -4.140062 2.843276 0.28 0.54 -0.03
H 2.497606 -4.579532 5.859276 -0.38 0.49 0.09
H 3.342796 -5.466932 4.770336 0.11 0.04 -0.92
H 3.470536 -3.673842 4.692956 0.34 -0.18 0.31
H -0.741294 -2.713072 5.542486 0.05 -0.34 0.34
H 0.791666 -3.414922 6.221466 -0.28 0.41 0.68
H 0.091346 -5.743492 5.706446 0.03 0.23 0.49
H -1.249164 -5.161862 4.773306 0.01 0.07 -0.14
H -1.316974 -4.827022 6.477116 0.22 -0.63 0.29
C 2.595366 7.621538 4.505226 1.16 -0.56 0.30
C 1.976756 6.246308 4.899546 0.37 1.67 -1.05
N 2.215616 5.260888 3.822276 1.33 0.15 1.20
C 3.625696 4.823148 3.827636 0.82 0.12 -0.57
C 4.063706 4.170748 2.503806 -0.73 0.32 -0.04
C 1.337356 4.127908 3.895196 -2.57 -0.33 1.26
C 1.312196 3.165188 5.172186 2.45 0.54 -0.59
H 2.230106 8.051398 3.572536 -0.82 -0.03 0.35
H 3.659726 7.587308 4.272716 0.27 -0.50 0.22
H 2.572846 8.294278 5.362556 -0.51 0.28 -0.19
H 2.271066 5.953988 5.907526 0.65 -0.31 0.06
H 0.940786 6.546348 5.057136 -0.52 -0.85 -0.59
H 3.838816 4.158628 4.664946 -0.11 -0.36 0.16
H 4.341336 5.631138 3.979716 -0.50 0.48 0.09
H 5.129226 3.947878 2.448216 -0.08 -0.38 0.45
H 3.912776 4.856968 1.670486 -0.29 0.19 0.05
H 3.433666 3.302938 2.308756 0.36 -0.26 -0.14
H 0.370916 4.618468 4.011136 -0.47 -0.12 -0.61
H 1.310346 3.592498 2.946146 0.23 -0.17 0.32
H 0.642796 2.304958 5.175146 -0.30 0.45 -0.31
H 2.318756 2.758958 5.271756 0.19 -0.64 -0.27
H 1.312506 3.697898 6.123136 -0.91 0.37 -0.09
C -2.837114 5.594618 -6.018744 0.32 -0.05 -0.15
C -3.504814 4.261188 -6.173794 -0.87 -1.22 -0.26
N -3.075294 3.152458 -5.266924 0.38 0.68 -0.31
C -3.676254 1.866538 -5.605284 -0.73 0.57 -0.60
C -5.203374 1.786628 -5.415514 0.03 -0.14 0.70
C -3.171424 3.560548 -3.883694 0.19 -0.98 0.96
C -2.686554 2.465538 -2.826614 -0.40 1.26 -1.59
H -1.762444 5.424718 -6.084404 0.15 0.55 0.52
H -3.223584 6.100758 -5.134114 0.69 -0.05 0.29
H -3.121944 6.270968 -6.824674 -0.02 -0.25 -0.29
H -4.568344 4.487648 -6.098144 -0.56 -0.29 0.39
H -3.428534 3.885888 -7.194294 0.43 -0.05 -0.10
H -3.450414 1.723088 -6.661934 -0.07 -0.06 -0.17
H -3.201204 1.017378 -5.113994 0.17 0.28 0.26
H -5.722174 2.700968 -5.703464 0.05 -0.20 -0.61
H -5.603294 0.890698 -5.890354 -0.12 0.22 -0.37
H -5.510504 1.684098 -4.374724 0.37 -0.10 0.36
H -4.185914 3.844568 -3.603984 -0.57 0.02 -0.01
H -2.597014 4.483658 -3.806064 0.21 -0.20 0.39
H -2.985014 1.464608 -3.138314 -0.08 0.09 -0.02
H -3.191884 2.667448 -1.882174 0.49 0.06 0.17
H -1.597714 2.506968 -2.798034 -0.07 -0.11 0.46
C 4.086036 -1.226662 -4.971344 0.06 1.38 -0.37
C 3.737206 0.214028 -5.300984 -1.26 1.28 -0.12
N 2.372126 0.666268 -4.835954 0.49 -0.71 -2.99
C 2.091946 0.425948 -3.463894 0.11 1.64 0.70
C 3.129796 1.110148 -2.539894 0.13 -0.45 -0.36
C 1.284516 0.118558 -5.741214 0.62 0.41 0.67
C 1.502746 0.304958 -7.266084 -0.22 0.04 0.44
H 4.045766 -1.412332 -3.898024 0.13 -0.27 -0.14
H 5.089166 -1.314652 -5.388564 0.02 -0.83 0.22
H 3.339936 -1.788512 -5.533274 0.31 -0.63 0.24
H 4.438336 1.020038 -5.084484 0.36 -0.38 1.19
H 3.811626 0.345128 -6.380514 -0.67 -0.34 -0.24
H 1.135726 0.926238 -3.310724 -0.26 0.13 0.33
H 1.893896 -0.602452 -3.161814 0.37 -0.70 -0.06
H 4.142576 0.720468 -2.642434 -0.10 -0.77 0.15
H 3.347796 2.146818 -2.796614 -0.87 0.25 0.03
H 2.800066 1.001208 -1.506694 0.17 0.23 0.06
H 0.325386 0.560158 -5.470754 0.11 0.80 0.07
H 1.070786 -0.897652 -5.409924 0.34 -0.81 -0.60
H 1.871416 1.301788 -7.507984 0.18 0.08 0.33
H 0.552646 0.256008 -7.798084 -0.18 -0.24 0.18
H 2.163736 -0.411132 -7.754344 0.07 -0.11 0.29
C -4.258454 -1.405182 -2.259274 -0.09 0.05 -0.87
C -3.552064 -2.598302 -2.932934 0.49 0.06 0.63
N -2.117914 -2.370342 -3.056354 1.25 -0.83 -0.05
C -1.299434 -3.649242 -3.243084 -1.46 1.20 1.07
C -0.177034 -3.702242 -2.235994 0.41 0.46 -0.21
C -1.756204 -1.354052 -4.039984 -0.19 0.68 0.15
C -2.274884 -1.633672 -5.448084 1.19 0.43 -0.29
H -3.776334 -0.951062 -1.393574 0.33 -0.75 0.32
H -5.275994 -1.689372 -1.991044 -0.02 0.23 -0.09
H -4.286064 -0.548362 -2.932474 -0.37 -0.05 -0.38
H -3.696004 -3.502132 -2.340944 0.09 0.11 0.35
H -3.959524 -2.888182 -3.901464 -0.60 0.41 -0.22
H -1.995744 -4.438352 -2.959244 0.09 -0.35 -0.72
H -0.903864 -3.748762 -4.253884 -0.28 -0.12 -0.10
H 0.290136 -2.717582 -2.219074 0.26 0.05 0.13
H -0.537644 -3.930252 -1.232964 0.03 -0.04 -0.03
H 0.577186 -4.422522 -2.552944 0.04 -0.13 0.23
H -0.686524 -1.156762 -3.969614 0.32 -0.62 -0.37
H -2.100234 -0.366842 -3.731494 -0.58 0.00 0.25
H -1.811774 -2.563582 -5.778074 -0.98 -0.56 -0.03
H -1.878594 -0.970952 -6.217414 0.14 0.63 0.30
H -3.355084 -1.497812 -5.500994 0.02 -0.76 -0.09
```
Forces are in eV/Å.

Values from the calculation:
total charge	0
SMILES string	O=S1(=O)OCCO1.O=S1(=O)OCCO1.CCN(CC)CC.CCN(CC)CC.CCN(CC)CC.CCN(CC)CC.CCN(CC)CC.CCN(CC)CC.CCN(CC)CC
gap between HOMO and LUMO	8.754	eV
HOMO	-8.308	eV